(1)
{
  "formula": "C9H9IN3OS",
  "method": "ωB97M-V/def2-TZVPD",
  "total_charge": 1,
  "homo_energy_ev": -12.677,
  "gap_ev": 8.86,
  "smiles": "N=[S@](=O)(c1ccccc1)c1[nH]c(I)c[nH+]1",
  "total_energy_ha": -1283.426871,
  "species": ["C", "C", "C", "C", "C", "C", "C", "C", "C", "N", "N", "N", "O", "S", "I", "H", "H", "H", "H", "H", "H", "H", "H", "H"],
  "xyz": [[-2.463, -1.023, 1.881], [-1.927, 0.105, 2.489], [-2.327, -1.223, 0.514], [-1.230, 1.034, 1.733], [-1.649, -0.292, -0.253], [2.896, -1.181, -0.612], [-1.108, 0.818, 0.374], [2.400, -1.509, -1.839], [1.256, 0.233, -1.090], [0.651, 2.850, 0.275], [1.389, -0.614, -2.107], [2.170, -0.104, -0.180], [-0.644, 2.236, -1.910], [-0.130, 1.930, -0.615], [2.929, -3.035, -3.146], [-2.988, -1.755, 2.476], [-2.046, 0.257, 3.549], [-2.739, -2.107, 0.050], [-0.785, 1.913, 2.171], [-1.537, -0.413, -1.320], [3.688, -1.624, -0.045], [1.020, 3.701, -0.114], [0.857, -0.590, -2.967], [2.315, 0.393, 0.687]],
  "forces_ev_per_angstrom": [[0.04, 0.08, 0.09], [-0.04, -0.08, -0.07], [0.08, 0.08, -0.16], [0.05, 0.21, 0.08], [-0.06, -0.01, -0.15], [0.03, -0.54, -0.71], [0.25, 0.47, -0.11], [0.67, -0.70, 0.08], [-1.15, 2.05, 0.57], [-0.97, -1.18, 0.12], [-0.05, 0.15, 0.10], [-0.25, 0.18, -0.20], [-0.24, -0.17, 0.05], [1.67, -1.20, 0.07], [-0.12, 0.42, 0.34], [-0.05, -0.03, 0.06], [0.01, 0.02, 0.09], [-0.05, 0.01, -0.04], [0.02, 0.07, 0.14], [-0.06, -0.10, -0.12], [0.13, -0.08, 0.09], [0.19, 0.23, -0.41], [-0.01, 0.07, 0.13], [-0.09, 0.05, -0.03]],
  "nbo_charge": [-0.15, -0.19, -0.19, -0.20, -0.22, -0.09, -0.24, -0.05, 0.17, -1.06, -0.54, -0.50, -0.85, 2.02, 0.29, 0.24, 0.24, 0.24, 0.26, 0.23, 0.26, 0.43, 0.46, 0.46]
}

***

(2)
{
  "formula": "C9H9N2",
  "method": "ωB97M-V/def2-TZVPD",
  "total_charge": 1,
  "homo_energy_ev": [-13.151, -13.230],
  "gap_ev": [7.78, 6.16],
  "total_energy_ha": -457.416953,
  "species": ["C", "C", "C", "C", "C", "C", "C", "C", "C", "N", "N", "H", "H", "H", "H", "H", "H", "H", "H", "H"],
  "xyz": [[1.454, -2.281, 0.480], [0.171, -2.509, 0.117], [3.296, 0.777, -0.111], [2.170, 1.502, -0.433], [3.309, -0.529, 0.151], [0.953, 0.953, -0.427], [2.121, -1.153, 0.189], [0.842, -0.419, -0.283], [-3.199, -0.272, 0.540], [-0.273, -1.204, -0.242], [-2.698, -0.210, -0.618], [4.170, 1.448, -0.231], [2.314, 2.542, -0.700], [4.200, -1.152, 0.294], [0.068, 1.594, -0.511], [-4.206, 0.123, 0.780], [-2.726, -0.829, 1.292], [-1.143, -0.936, -0.681], [-3.353, 0.299, -1.320], [-0.590, -3.202, 0.161]],
  "forces_ev_per_angstrom": [[1.68, -1.68, 1.32], [-1.49, 4.76, -0.97], [2.58, 2.81, -0.98], [1.00, 1.22, 0.06], [2.83, -0.67, 0.85], [-3.16, -0.75, -0.19], [-5.32, -0.69, -1.85], [1.91, 0.70, 0.86], [-1.91, 0.60, -1.13], [2.70, -2.95, 0.68], [-1.56, 1.20, -1.67], [0.06, -1.30, 0.42], [-0.20, 0.01, 0.18], [-0.15, 0.61, 0.01], [0.19, -0.46, -0.22], [0.63, -0.07, -0.05], [0.97, -0.56, 1.15], [-1.45, 0.35, -0.08], [1.44, -1.00, 1.55], [-0.74, -2.13, 0.07]],
  "nbo_charge": [0.29, 0.00, -0.22, -0.08, -0.12, -0.25, -0.18, 0.26, 0.01, -0.51, -0.67, 0.25, 0.24, 0.26, 0.26, 0.18, 0.17, 0.46, 0.38, 0.26]
}

***

(3)
{
  "formula": "C9H9N2O4",
  "method": "ωB97M-V/def2-TZVPD",
  "total_charge": -1,
  "homo_energy_ev": -3.493,
  "gap_ev": 6.85,
  "total_energy_ha": -758.759151,
  "species": ["C", "C", "C", "C", "C", "C", "C", "C", "C", "N", "N", "O", "O", "O", "O", "H", "H", "H", "H", "H", "H", "H", "H", "H"],
  "xyz": [[0.810, 0.601, -2.895], [1.926, 0.299, -2.106], [-0.272, 0.728, -2.124], [2.003, -0.065, -0.828], [-0.255, 0.530, -0.678], [0.827, -0.053, -0.066], [0.122, 1.640, 2.927], [-1.652, -0.376, 1.949], [-0.194, -0.297, 2.305], [0.808, -0.418, 1.255], [0.113, -0.962, 3.431], [1.261, 1.734, 2.778], [-0.944, 1.969, 3.253], [-0.757, -1.116, 4.302], [1.305, -1.299, 3.613], [0.906, 0.745, -4.058], [2.878, 0.281, -2.678], [-1.173, 1.041, -2.536], [2.885, -0.308, -0.365], [-1.248, 0.796, -0.230], [-2.072, -1.077, 2.699], [-1.744, -0.706, 0.823], [-2.179, 0.598, 2.040], [1.651, -0.915, 1.575]],
  "forces_ev_per_angstrom": [[1.70, -0.07, -1.65], [2.99, -0.31, -3.78], [-0.83, 0.13, 2.97], [-2.08, 0.05, 0.54], [-2.51, 0.82, -2.96], [-1.25, 0.78, 2.16], [-0.83, -1.52, 0.22], [-0.52, -0.52, -1.87], [-0.58, 0.41, -2.85], [1.04, -1.43, 0.27], [1.22, 0.18, 0.74], [3.31, 1.05, -0.37], [-2.22, 1.57, 0.80], [-0.30, -0.30, 0.61], [0.35, -0.47, 0.14], [-0.39, -0.21, 2.62], [-0.38, -0.01, 0.50], [-1.69, 0.52, -0.60], [2.12, -0.57, 0.87], [1.50, -0.50, -0.07], [-0.21, 0.32, -0.89], [-0.11, 0.14, 2.47], [0.37, -0.65, 0.01], [-0.71, 0.59, 0.12]],
  "nbo_charge": [-0.31, -0.17, -0.18, -0.28, -0.32, 0.21, 0.96, -0.66, 0.06, -0.59, 0.45, -0.59, -0.61, -0.52, -0.55, 0.21, 0.18, 0.19, 0.21, 0.22, 0.25, 0.20, 0.23, 0.42]
}

***

(4)
{
  "formula": "C9H9N3O",
  "method": "ωB97M-V/def2-TZVPD",
  "homo_energy_ev": -9.574,
  "gap_ev": 9.80,
  "smiles": "CN(Cc1cccc(C#N)c1)N=O",
  "total_energy_ha": -587.750617,
  "species": ["C", "C", "C", "C", "C", "C", "C", "C", "C", "H", "H", "H", "H", "H", "H", "H", "H", "H", "N", "N", "N", "O"],
  "xyz": [[2.376, 0.199, 1.682], [1.364, 0.810, -0.614], [-0.055, 0.319, -0.592], [-0.328, -0.977, -1.034], [-1.555, -1.579, -0.791], [-2.605, -0.813, -0.276], [-2.381, 0.452, 0.097], [-1.122, 1.048, -0.061], [-3.625, 1.191, 0.465], [3.056, -0.537, 2.189], [2.743, 1.128, 2.063], [1.340, -0.002, 2.065], [1.320, 1.888, -0.519], [1.746, 0.703, -1.665], [0.427, -1.576, -1.505], [-1.645, -2.694, -0.976], [-3.628, -1.240, -0.191], [-0.978, 2.039, 0.281], [2.328, 0.139, 0.236], [-4.672, 1.716, 0.762], [3.011, -0.975, -0.234], [2.884, -1.240, -1.383]],
  "forces_ev_per_angstrom": [[-1.15, -0.82, 1.13], [0.11, 0.64, -1.89], [-0.79, -0.49, 0.51], [-0.51, -0.63, 0.51], [0.08, -1.06, -0.30], [-0.86, -3.33, -0.61], [-1.20, 2.89, 0.02], [0.33, -0.74, 0.14], [-3.74, 2.36, 1.53], [-0.64, 0.23, -1.30], [-0.11, 0.96, -0.07], [0.85, 0.33, -0.01], [0.50, 0.28, 0.77], [-0.18, -0.24, 0.92], [0.44, -0.04, -0.01], [-0.19, 1.66, -0.01], [0.94, 0.27, 0.05], [0.17, 0.90, 0.25], [1.00, -1.53, -0.34], [5.37, -2.65, -1.55], [-0.16, 1.09, 1.29], [-0.26, -0.07, -1.05]],
  "nbo_charge": [-0.43, -0.29, -0.03, -0.19, -0.19, -0.20, -0.09, -0.20, 0.26, 0.24, 0.20, 0.20, 0.22, 0.25, 0.23, 0.23, 0.24, 0.22, -0.27, -0.31, 0.26, -0.37]
}

***

Let's list largest force on an atom in order: 2.42; 5.67; 4.83; 6.19 eV/A.